Record 1
C2H5N3O2S | the ωB97M-V functional and the def2-TZVPD basis

Results
Kohn-Sham gap: 0.3547 Eh
LUMO: 0.58 eV
structure (SMILES): N/N=C(\NS)OC=O

Cartesian coordinates (Å):
N  -1.2814  1.8668  0.7687
N  -0.8768  1.2654  -0.4700
C  0.1035  0.4966  -0.3902
N  0.7676  0.2338  0.7632
S  2.0705  -0.9578  0.8884
O  0.6032  -0.1879  -1.5280
C  0.2170  -1.5813  -1.5693
O  -0.6140  -2.0374  -0.8409
H  -1.9741  1.2452  1.0080
H  -1.9181  2.6941  0.5336
H  0.6941  1.0444  1.4710
H  1.3286  -1.8489  1.7346
H  0.8800  -2.2330  -2.3692

Force components x, y, z for each atom (eV/Å):
N 0.45 2.62 -1.14
N -0.58 1.08 -1.65
C 0.51 -1.21 -0.31
N 1.78 0.41 1.99
S -2.31 0.31 1.29
O -1.01 -1.59 0.37
C 1.01 0.15 -0.35
O 0.83 0.34 -0.95
H -1.94 -2.09 1.62
H 1.63 -1.19 -0.08
H 0.18 -1.96 -1.43
H 1.05 1.05 -1.18
H -1.60 2.09 1.81

Results of the Löwdin charge analysis, in e, for atoms 1 through 6: number 1, N, carries -0.005; number 2, N, carries 0.026; number 3, C, carries -0.562; number 4, N, carries -0.323; number 5, S, carries 0.747; number 6, O, carries -0.036

Record 2
C3H9N4S | the ωB97M-V functional and the def2-TZVPD basis

Results
Kohn-Sham gap: 0.3679 Eh
net charge: +1
LUMO: -3.63 eV

Cartesian coordinates (Å):
C  -1.0880  0.8239  0.0428
C  -0.9734  -1.9249  -0.5062
C  1.3436  -0.0490  0.3908
N  0.2836  0.8589  0.0250
N  -1.8144  1.9312  -0.0054
N  2.4658  0.3956  -0.1889
N  1.0052  -0.8741  1.2528
S  -1.9960  -0.5886  0.1598
H  -1.7642  -2.7152  -0.9569
H  -0.5785  -1.4363  -1.3770
H  0.6337  1.7969  -0.2013
H  -1.7017  2.9371  0.2782
H  -2.8300  1.6199  -0.0383
H  3.3786  0.0963  0.0841
H  2.5004  1.2301  -0.7377
H  -0.4679  -2.4391  0.3812
H  1.6034  -1.6628  1.3971

Force components x, y, z for each atom (eV/Å):
C 3.19 -0.15 0.69
C -2.82 -2.36 0.50
C -1.62 1.72 0.36
N -1.42 2.45 -1.02
N -2.91 0.37 0.16
N 1.29 -0.32 -0.49
N -0.29 -1.57 0.28
S -1.00 -0.99 0.32
H 1.59 1.91 1.12
H 1.46 -0.50 -0.11
H -0.33 -0.48 0.12
H 0.71 -1.78 -0.31
H 1.51 1.22 -0.12
H 0.13 -0.48 0.37
H -0.31 0.07 -0.31
H -0.02 1.02 -1.98
H 0.84 -0.14 0.43

Results of the Löwdin charge analysis, in e, for atoms 1 through 6: number 1, C, carries -0.657; number 2, C, carries -0.347; number 3, C, carries -0.533; number 4, N, carries 0.101; number 5, N, carries 0.112; number 6, N, carries 0.178

Record 3
C12H17N | the ωB97M-V functional and the def2-TZVPD basis

Results
Kohn-Sham gap: 0.3014 Eh
LUMO: 0.71 eV
structure (SMILES): CCc1c[nH]c2ccccc12.CC

Cartesian coordinates (Å):
C  -3.2323  0.4420  1.3206
C  -3.0549  0.4814  -0.1599
C  -1.6733  0.2132  -0.6543
C  -1.0942  -1.0601  -0.8328
N  0.2177  -0.7591  -1.2818
C  0.4294  0.6744  -1.3743
C  1.5438  1.3624  -1.6492
C  1.3086  2.7307  -1.9496
C  0.1339  3.3087  -1.5096
C  -0.9889  2.6120  -0.8444
C  -0.8557  1.2553  -0.9842
H  -4.1379  0.0497  1.6216
H  -3.0089  1.3788  1.7188
H  -2.4372  -0.2408  1.7693
H  -3.5695  -0.3411  -0.6821
H  -3.4144  1.4559  -0.5885
H  -1.2534  -1.9954  -0.2570
H  0.8316  -1.6045  -1.5601
H  2.6144  1.0644  -1.8514
H  2.0784  3.4302  -2.2741
H  -0.0105  4.4016  -1.5236
H  -1.8514  3.1429  -0.4567
C  2.6960  -1.9987  1.6900
C  2.8046  -3.5215  1.8443
H  3.6266  -1.5440  2.1444
H  2.4476  -1.7054  0.6636
H  1.8314  -1.5671  2.1961
H  2.5492  -3.8738  2.8463
H  3.5732  -3.8344  1.2314
H  1.8961  -3.9578  1.3872

Force components x, y, z for each atom (eV/Å):
C 3.05 -1.79 0.13
C -0.51 -0.52 -1.88
C -2.08 -2.97 1.01
C 1.52 3.33 0.83
N 0.93 -1.37 -0.03
C -2.25 -3.88 0.85
C 2.67 2.31 -2.42
C -0.16 -0.07 1.58
C -3.01 0.89 1.82
C 3.01 1.33 -2.65
C 2.90 -0.34 -0.47
H -2.12 -0.40 0.69
H -0.03 1.65 0.96
H -0.94 0.64 -0.50
H -0.78 0.48 0.49
H 0.15 -0.96 0.29
H -0.34 0.59 -1.15
H -1.01 2.75 0.56
H -1.64 -0.53 0.37
H 0.04 -0.52 -0.07
H 0.44 -0.52 -0.30
H 0.17 -0.13 -0.08
C 0.30 0.32 0.90
C -4.17 1.13 0.06
H -1.04 -0.04 -0.97
H 0.94 -0.02 -0.05
H 0.08 -0.20 0.55
H 1.58 -0.01 0.24
H 2.10 -1.34 -0.26
H 0.20 0.19 -0.48

Results of the Löwdin charge analysis, in e, for atoms 1 through 6: number 1, C, carries -0.090; number 2, C, carries -0.225; number 3, C, carries -0.252; number 4, C, carries -0.020; number 5, N, carries 0.027; number 6, C, carries -0.181

So what do the calculations give for E_HOMO? Going down the list: -9.07 -13.64 -7.50 eV.
So what do the calculations give for relative energy (zero: lowest compared OMol25 entry of this formula, charge and spin)? Going down the list: 275.4 90.1 275.8 kJ/mol.